The following is a DFT calculation (wB97M-V/def2-TZVPD) of C28H38AsGdNO4S as an isolated structure at a distorted geometry.

Its total charge is -2. The calculation puts the electronic energy at -4844.5814 a.u. For the frontier orbital gap (alpha / beta), the calculation gives 3.2 / 5.6 eV. As for the spin multiplicity: 7. The expectation value of S² is 13.0549.

XYZ file:
```
74
C28H38AsGdNO4S | the Open Molecules 2025 dataset | wB97M-V/def2-TZVPD
Gd 0.00 0.00 0.00
O -0.87 1.50 1.47
N -2.07 1.98 0.95
C -3.06 2.30 1.85
C -4.33 2.80 1.37
C -4.52 2.94 0.05
C -3.45 2.59 -0.87
C -2.24 2.12 -0.46
S -1.00 1.73 -1.70
H -2.84 2.16 2.89
H -5.09 3.04 2.10
H -5.44 3.31 -0.36
H -3.64 2.73 -1.93
C 2.81 -1.50 0.05
C 2.75 -0.67 1.32
O 3.76 -0.75 2.07
O 1.69 0.00 1.46
H 3.75 -2.05 -0.02
H 2.73 -0.85 -0.83
H 1.99 -2.22 0.03
C -0.14 -2.57 -1.37
C 0.67 -2.51 -2.67
C 2.06 -3.12 -2.50
C 0.72 -1.12 -3.32
C 0.23 -1.06 -4.65
C 0.24 0.13 -5.37
C 0.75 1.27 -4.77
C 1.25 1.24 -3.44
C 1.81 2.58 -2.93
C 3.34 2.54 -2.79
C 1.14 3.10 -1.66
C 1.24 0.04 -2.66
O 1.69 0.00 -1.47
H -0.32 -3.62 -1.09
H -1.11 -2.08 -1.48
H 0.38 -2.11 -0.52
H 0.14 -3.18 -3.36
H 2.67 -2.58 -1.77
H 2.61 -3.12 -3.45
H 1.99 -4.16 -2.16
H -0.16 -1.95 -5.13
H -0.14 0.16 -6.38
H 0.77 2.19 -5.34
H 1.61 3.34 -3.69
H 3.67 1.87 -1.99
H 3.72 3.54 -2.56
H 3.81 2.21 -3.72
H 1.42 2.55 -0.76
H 0.05 3.07 -1.75
H 1.43 4.15 -1.48
C -1.41 -3.35 3.19
As -1.10 -1.90 1.90
C -2.73 -2.23 0.84
C -1.64 -0.38 3.08
C -2.93 -0.57 3.85
C -4.17 -0.52 3.20
C -5.36 -0.68 3.92
C -5.31 -0.90 5.30
C -4.08 -0.94 5.96
C -2.89 -0.77 5.24
H -2.44 -3.30 3.60
H -0.68 -3.27 4.02
H -1.28 -4.33 2.68
H -3.59 -2.45 1.49
H -2.56 -3.11 0.19
H -2.94 -1.35 0.20
H -1.69 0.56 2.50
H -0.80 -0.28 3.80
H -4.23 -0.33 2.13
H -6.31 -0.64 3.41
H -6.23 -1.03 5.86
H -4.04 -1.10 7.03
H -1.95 -0.81 5.77
H -0.79 -1.36 -1.36
```

***

The following is a DFT calculation (wB97M-V/def2-TZVPD) of C28H38BN10PtSe as an isolated structure.

Its total charge is +1. The calculation puts the relative energy (zero: lowest compared OMol25 entry of this formula, charge and spin) at 0.00 kJ/mol. The calculation puts the electronic energy at -4182.8883 a.u. For the frontier orbital gap (alpha / beta), the calculation gives 7.8 / 7.4 eV. As for the spin multiplicity: 3. The expectation value of S² is 2.0081.

XYZ file:
```
79
C28H38BN10PtSe | the Open Molecules 2025 dataset | wB97M-V/def2-TZVPD
Pt 0.19 -0.15 -1.57
C -2.70 -2.25 -1.00
C -1.87 -1.89 0.19
C -2.08 -2.19 1.54
C -1.01 -1.63 2.23
C -0.68 -1.70 3.68
N -0.23 -1.02 1.32
N -0.75 -1.17 0.09
B 1.13 -0.30 1.49
N 2.20 -1.04 0.66
N 2.13 -1.15 -0.69
C 3.24 -1.76 -1.09
C 3.56 -2.03 -2.53
C 4.05 -2.06 0.01
C 3.35 -1.58 1.11
C 3.75 -1.61 2.55
N 1.02 1.16 1.00
N 0.88 1.41 -0.32
C 1.07 2.70 -0.53
C 1.07 3.29 -1.90
C 1.31 3.33 0.70
C 1.28 2.32 1.64
C 1.49 2.40 3.12
H -3.49 -2.94 -0.71
H -2.09 -2.72 -1.77
H -3.15 -1.35 -1.44
H -2.89 -2.77 1.96
H -1.47 -2.20 4.22
H -0.53 -0.71 4.10
H 0.25 -2.26 3.84
H 1.43 -0.31 2.64
H 3.13 -1.27 -3.18
H 3.21 -3.01 -2.85
H 4.64 -2.03 -2.67
H 5.01 -2.54 0.02
H 4.71 -2.13 2.65
H 3.02 -2.13 3.16
H 3.87 -0.61 2.95
H 0.82 2.53 -2.64
H 2.06 3.68 -2.14
H 0.36 4.10 -2.00
H 1.53 4.37 0.87
H 1.68 3.43 3.40
H 2.35 1.79 3.43
H 0.62 2.05 3.66
C 0.78 -4.73 -4.46
C 0.17 -3.39 -4.25
C -0.69 -2.64 -5.02
C -0.93 -1.45 -4.31
N -0.24 -1.47 -3.17
N 0.42 -2.66 -3.15
C -1.79 -0.32 -4.73
H 0.35 -5.21 -5.33
H 0.62 -5.38 -3.60
H 1.86 -4.64 -4.62
H -1.11 -2.91 -5.97
H 0.98 -2.89 -2.35
H -2.23 -0.53 -5.70
H -1.23 0.61 -4.80
H -2.61 -0.17 -4.02
C -2.02 4.34 -0.14
N -2.13 3.08 0.57
C -2.23 1.86 0.01
Se -2.21 1.44 -1.80
N -2.35 0.97 1.01
C -2.31 1.61 2.24
C -2.40 1.14 3.54
C -2.32 2.09 4.55
C -2.16 3.45 4.27
C -2.09 3.91 2.96
C -2.17 2.96 1.96
H -1.81 4.13 -1.18
H -1.20 4.92 0.29
H -2.95 4.89 -0.06
H -2.46 -0.03 0.86
H -2.55 0.09 3.76
H -2.39 1.77 5.58
H -2.10 4.15 5.08
H -1.98 4.97 2.75
```

***

The following is a DFT calculation (wB97M-V/def2-TZVPD) of a 3-piece molecular cluster, C28H38BrFNO8PS3 overall at a distorted geometry.

The calculation puts the relative energy (zero: lowest compared OMol25 entry of this formula, charge and spin) at 401.80 kJ/mol. The calculation puts the electronic energy at -5956.0513 a.u. For the frontier orbital gap, the calculation gives 7.6 eV.

XYZ file:
```
81
C28H38BrFNO8PS3 | the Open Molecules 2025 dataset | wB97M-V/def2-TZVPD
C 2.97 -1.02 0.20
C 3.27 -2.49 -0.28
C 2.63 -2.90 -1.67
F 2.53 -4.32 -1.74
C 1.22 -2.31 -1.97
C 0.92 -1.66 -3.28
C 2.06 -1.53 -4.34
C 3.04 -0.34 -3.88
N 2.35 0.95 -3.72
C 2.05 1.28 -2.29
C 3.18 2.07 -1.54
C 3.11 2.06 -4.23
C 2.31 3.41 -4.46
O 4.30 2.07 -4.45
C -0.41 -1.14 -3.62
P -0.90 -0.35 -5.27
O 0.08 1.01 -5.53
Br -0.51 -1.87 -6.93
C -1.52 -1.19 -2.64
C -1.21 -1.78 -1.35
C 0.12 -2.35 -1.02
C 0.24 -2.97 0.42
O 0.78 -4.01 0.67
C -0.45 -2.10 1.53
C 0.13 -1.83 2.84
C -0.62 -0.97 3.75
C -1.93 -0.39 3.41
S -2.86 0.70 4.53
C -2.36 2.42 4.06
O -2.48 0.54 5.94
O -4.31 0.64 4.30
C -2.53 -0.68 2.09
C -1.77 -1.52 1.20
C -2.31 -1.83 -0.24
O -3.47 -2.05 -0.47
H 3.18 -1.00 1.31
H 1.91 -0.69 0.08
H 3.70 -0.28 -0.24
H 3.03 -3.18 0.56
H 4.39 -2.56 -0.42
H 3.39 -2.63 -2.45
H 1.71 -1.25 -5.36
H 2.66 -2.47 -4.43
H 3.48 -0.62 -2.87
H 3.88 -0.34 -4.62
H 1.12 1.93 -2.31
H 1.77 0.38 -1.69
H 4.21 1.63 -1.68
H 3.17 3.18 -1.72
H 2.97 1.96 -0.43
H 2.09 3.59 -5.53
H 2.92 4.22 -3.98
H 1.34 3.35 -3.89
H -0.36 1.70 -4.98
H -2.53 -0.79 -2.84
H 1.14 -2.24 3.09
H -0.19 -0.72 4.74
H -2.19 2.52 2.96
H -3.14 3.16 4.37
H -1.43 2.66 4.63
H -3.52 -0.26 1.79
C 3.35 1.04 7.10
S 1.97 0.75 5.98
O 2.51 0.79 4.59
C 1.15 2.33 6.29
H 4.02 0.19 7.05
H 3.88 1.95 6.81
H 2.97 1.14 8.12
H 1.82 3.15 6.05
H 0.85 2.38 7.34
H 0.27 2.38 5.66
C -7.14 1.17 -0.46
S -5.87 -0.08 -0.77
O -5.22 0.26 -2.07
C -7.02 -1.43 -1.10
H -6.64 2.12 -0.27
H -7.79 1.27 -1.33
H -7.72 0.88 0.41
H -7.68 -1.17 -1.93
H -7.61 -1.63 -0.20
H -6.45 -2.32 -1.36
```